Record 1
{
  "formula": "C12H36NO9",
  "method": "ωB97M-V/def2-TZVPD",
  "lumo_energy_ev": 2.662,
  "relative_energy_kcal_mol": 0.0,
  "multiplicity": 1,
  "total_energy_ha": -1210.6093,
  "charge": -1,
  "homo_energy_ev": -4.77,
  "homo_lumo_gap_ev": 7.430,
  "elements": ["N", "O", "O", "O", "C", "C", "C", "O", "H", "H", "H", "H", "H", "H", "H", "H", "C", "C", "C", "O", "H", "H", "H", "H", "H", "H", "H", "H", "C", "C", "C", "O", "H", "H", "H", "H", "H", "H", "H", "H", "C", "C", "C", "O", "H", "H", "H", "H", "H", "H", "H", "H", "O", "H", "H", "O", "H", "H"],
  "coordinates": [[-0.85947, 0.93272, -0.42186], [-1.07284, 1.36274, -1.58279], [0.24787, 1.23415, 0.04120], [-1.66659, 0.40433, 0.31221], [1.75588, -1.22111, -4.50855], [0.46312, -1.45139, -5.30637], [-0.51938, -2.51263, -4.89883], [-0.22529, -0.18330, -5.33806], [2.40723, -2.09340, -4.45411], [1.51797, -0.98677, -3.47095], [2.22413, -0.38562, -5.02894], [0.67085, -1.57609, -6.36910], [-1.43210, -2.37131, -5.47769], [-0.85917, -2.54205, -3.86356], [-0.18433, -3.49572, -5.22955], [-0.41371, -0.02361, -4.41038], [6.87092, 3.27336, -0.49786], [5.72346, 2.32513, -0.99699], [5.66969, 0.86512, -0.63565], [4.47947, 2.92985, -0.66581], [6.85716, 3.22655, 0.59105], [6.82608, 4.32663, -0.77480], [7.87086, 2.89835, -0.71599], [5.63429, 2.29464, -2.08291], [6.65626, 0.44305, -0.82710], [4.95391, 0.37754, -1.29748], [5.37915, 0.74432, 0.40794], [3.94345, 2.29208, -0.18879], [-0.09240, -6.20611, 2.07707], [-0.13930, -4.68612, 1.78177], [0.99749, -4.05059, 1.05746], [-1.28838, -4.33850, 1.09076], [-1.05258, -6.48071, 2.51382], [0.60613, -6.37819, 2.89595], [0.19864, -6.79512, 1.20732], [-0.14010, -4.16803, 2.74077], [0.83767, -2.98366, 0.90179], [1.17901, -4.55324, 0.10747], [1.87868, -4.16767, 1.68827], [-1.45182, -3.41215, 1.28254], [-4.12328, 3.17520, 5.77297], [-4.07795, 2.65728, 4.35682], [-4.71953, 3.49414, 3.27048], [-2.71434, 2.48612, 4.06083], [-3.76188, 2.33807, 6.37021], [-5.19314, 3.22456, 5.97559], [-3.63609, 4.14362, 5.88659], [-4.61673, 1.71079, 4.31253], [-5.80344, 3.56949, 3.35750], [-4.33901, 3.32630, 2.26294], [-4.47724, 4.55604, 3.31281], [-2.69483, 2.18308, 3.15011], [-2.11484, 5.01067, -1.63243], [-2.64915, 5.11794, -2.41935], [-1.94712, 4.06960, -1.58267], [-6.16792, -1.08773, 0.72530], [-6.17374, -1.99558, 0.42199], [-5.24167, -0.84706, 0.74451]],
  "forces_ev_per_angstrom": [[2.2126, 2.7638, -0.4059], [-1.5095, -0.9165, -0.5574], [1.4249, -0.4422, 0.7235], [-2.2123, -1.4481, 0.2335], [-0.6462, -0.6265, -0.3259], [-0.2174, 1.2027, -0.2647], [-0.4969, -0.8267, -0.4280], [0.1388, -0.3247, 0.2492], [0.0975, -0.0545, -0.3305], [-0.0657, 0.3655, -0.0151], [0.3429, -0.0519, 0.4377], [0.4044, -0.4150, -0.0088], [-0.0389, 0.2736, -0.1102], [0.5010, 0.1368, 0.1949], [0.2746, -0.2243, 0.4130], [-0.3280, 0.6353, 0.2956], [-0.1805, -1.5697, 0.6989], [-0.6496, 1.3553, -1.1507], [0.9172, 0.1880, 0.2844], [-0.1566, 0.4170, 0.6168], [-0.2506, 0.2078, 0.2347], [-0.4826, -0.2721, -0.3390], [0.0026, -0.1254, -0.5312], [0.9583, 0.3897, -0.3991], [-0.0093, -0.3556, 0.2198], [-0.0620, -0.0342, 0.2082], [0.1169, -0.2589, 0.0984], [-0.2585, 0.0747, 0.0435], [0.1313, 1.2082, 0.2073], [0.4495, 0.0631, 0.9110], [1.4035, -0.6914, -0.0075], [-1.8149, -0.3213, -0.4322], [-0.1558, -0.2052, -0.4922], [0.3701, -0.0276, -0.2007], [-0.2650, -0.0793, 0.0412], [-0.2603, -0.1802, 0.5578], [-0.1223, -0.0792, -0.0325], [0.0279, 0.1389, -0.1554], [0.3961, 0.1029, -0.1645], [-0.1682, 0.1498, -0.2692], [-1.3240, -0.7245, -0.6533], [0.1993, 0.3640, -0.6698], [-0.2060, 1.9679, 0.1089], [0.3258, -0.3516, -0.1970], [0.4770, 0.5434, 0.3987], [-0.0971, 0.4974, 0.4900], [0.1106, -0.2793, 0.1797], [0.0933, -0.4876, 0.2638], [-0.1627, -0.7485, -0.3765], [-0.4628, -0.9761, -0.0678], [0.5422, 0.3085, 0.7190], [0.5634, -0.1533, -0.2461], [-0.0746, 0.4173, 0.1046], [-0.0888, -0.0170, -0.1599], [0.2318, -0.5394, 0.0740], [-0.3090, 0.0559, 0.1126], [0.0144, -0.1943, -0.0850], [0.3482, 0.1748, -0.0450]],
  "lowdin_charge": [-0.68, -0.11, -0.09, -0.07, -0.05, -0.49, -0.07, -0.07, 0.07, 0.08, 0.08, 0.13, 0.08, 0.08, 0.07, 0.08, -0.04, -0.49, -0.06, -0.06, 0.07, 0.07, 0.06, 0.12, 0.08, 0.09, 0.09, 0.08, -0.04, -0.55, -0.07, -0.04, 0.07, 0.07, 0.07, 0.13, 0.09, 0.08, 0.08, 0.10, -0.06, -0.53, -0.06, -0.04, 0.08, 0.07, 0.09, 0.13, 0.08, 0.08, 0.07, 0.09, -0.06, 0.02, 0.02, -0.06, 0.02, 0.03]
}

Record 2
{
  "formula": "CH25NO11",
  "method": "ωB97M-V/def2-TZVPD",
  "lumo_energy_ev": -0.199,
  "relative_energy_kcal_mol": 1.7,
  "multiplicity": 1,
  "total_energy_ha": -935.4032,
  "smiles": "C=N.O.O.O.O.O.O.O.O.O.O.O",
  "charge": 0,
  "homo_energy_ev": -10.78,
  "homo_lumo_gap_ev": 10.585,
  "elements": ["C", "N", "H", "H", "H", "O", "H", "H", "O", "H", "H", "O", "H", "H", "O", "H", "H", "O", "H", "H", "O", "H", "H", "O", "H", "H", "O", "H", "H", "O", "H", "H", "O", "H", "H", "O", "H", "H"],
  "coordinates": [[-2.38513, 1.82669, 0.63934], [-1.38474, 1.04775, 0.83666], [-3.13102, 1.45926, -0.05740], [-2.48807, 2.92339, 0.62803], [-0.62716, 1.55474, 1.30015], [-1.42420, 2.01652, -2.01831], [-1.75953, 1.10591, -2.04624], [-0.53645, 1.72687, -1.73749], [0.17250, -2.70645, -3.09718], [-0.64724, -2.97602, -2.68150], [0.85519, -2.51651, -2.43931], [2.71134, 1.70109, 1.71594], [3.17658, 1.13349, 2.33246], [2.26820, 1.17347, 1.04765], [-1.63729, -1.50143, -0.23596], [-2.22400, -1.03222, 0.37366], [-2.12053, -2.35910, -0.28827], [2.64622, -2.53569, -1.38449], [2.74176, -2.88187, -2.27763], [2.50870, -1.54189, -1.49485], [0.97537, -0.27845, -0.45428], [0.39437, -0.81373, -1.01099], [0.83460, -0.75646, 0.37371], [-2.11629, -2.31813, 2.79373], [-2.07336, -2.76316, 3.63987], [-1.28903, -2.00455, 2.41932], [0.25794, 3.58236, 0.24340], [-0.50308, 3.35540, -0.30054], [1.00308, 3.01845, 0.02700], [2.62272, 0.49639, -2.35898], [2.48214, 1.37753, -1.99432], [1.74233, 0.33025, -2.71239], [-0.76851, 3.60049, 3.32447], [-0.80834, 3.01447, 2.55865], [-0.09564, 4.17218, 2.91488], [-0.23800, -4.06613, 0.46492], [-0.69934, -4.87937, 0.24091], [-0.13318, -3.58190, -0.36964]],
  "forces_ev_per_angstrom": [[0.9208, -0.4560, -2.1928], [-1.2532, 1.3069, 1.0146], [-0.6859, -0.6118, 0.5364], [0.5950, -0.1459, 1.1770], [0.0583, -0.1283, 0.0093], [0.9106, -1.1131, -0.0358], [-0.8161, 0.3060, -0.1758], [0.0253, 0.7654, 0.0041], [0.1919, 0.2966, -0.5556], [0.0701, 0.0598, 0.3155], [-0.3145, -0.3675, 0.3668], [-0.1975, 0.7141, -0.1000], [-0.0769, -0.3089, -0.1676], [0.2063, -0.5117, 0.1052], [-1.1703, -1.3338, -0.2074], [0.5171, 0.5430, 0.0681], [0.7310, 0.5990, 0.0029], [-0.8003, 1.6549, -0.3406], [0.3870, -0.0053, -0.0461], [0.6006, -1.4881, 0.3039], [-0.0943, -0.4296, 0.3375], [-0.2912, 0.2757, -0.1228], [-0.0159, 0.2309, 0.2051], [-1.1326, 0.3078, -0.7047], [0.8046, 0.1425, -0.0453], [0.2722, -0.4725, 0.6465], [-0.0962, 0.4184, 0.4934], [0.2340, -0.1848, -0.2795], [-0.0694, -0.1068, -0.1528], [-0.1858, 0.3489, -0.4616], [0.4661, -0.0168, 0.2091], [0.0530, -0.2953, -0.2753], [0.6901, 0.2008, -1.0053], [-0.5513, -0.4405, 0.2965], [-0.1170, 0.3546, 0.7229], [-0.0578, 0.2501, -0.3072], [0.0541, -0.0523, -0.0319], [0.1380, -0.3062, 0.3930]],
  "lowdin_charge": [-0.11, 0.04, 0.06, 0.09, 0.03, -0.06, 0.05, 0.02, -0.04, 0.03, -0.02, -0.04, 0.04, 0.00, -0.09, 0.02, 0.06, -0.08, 0.04, 0.03, -0.08, 0.01, 0.06, -0.06, 0.04, 0.02, -0.04, 0.01, 0.03, -0.05, 0.04, 0.03, -0.07, -0.03, 0.04, -0.05, 0.04, 0.00]
}